Entry 1:
The following is a quantum chemistry calculation of a molecular structure, C7H15ClIIrNOP in a non-equilibrium geometry, from OMol25.

The geometry in XYZ format:
```
28
Properties=species:S:1:pos:R:3
P 1.564 -1.532 -1.337
O -1.061 0.046 -2.480
H 2.021 -3.931 -0.964
C -0.638 -0.033 -1.376
H -4.211 3.830 0.572
H -2.588 1.529 3.464
H 2.957 -0.086 -0.106
H -2.808 3.387 -0.611
Cl 1.209 -1.319 2.134
C 1.335 -1.977 -3.085
C 2.809 -0.214 -1.197
C 1.723 -3.023 -0.412
H 1.029 -1.108 -3.746
C -3.230 3.247 0.378
H 0.733 -3.144 0.064
C -0.692 1.166 2.620
Ir 0.218 -0.378 0.172
H 2.325 -2.738 0.475
H -1.412 1.066 4.715
N -0.318 0.933 1.524
I -4.576 1.810 0.236
H -2.586 3.146 1.189
H 0.585 -2.802 -3.127
H 2.453 0.715 -1.620
H -1.358 2.696 3.959
H 2.298 -2.368 -3.492
H 3.733 -0.554 -1.725
C -1.513 1.635 3.775
```

As for the expectation value of S²: 8.77. The calculation puts the LUMO energy (spin up / spin down) at -9.974 / -15.080 eV. The spin multiplicity is 6. As for the molar mass: 514.75 Da. The value obtained for the orbital gap (spin up / spin down) is 6.633 / 5.961 eV. The total charge is +3. The value obtained for the energy relative to the best compared isomer or geometry (same formula, charge and spin) is 21.4 kcal per mole.

***

Entry 2:
The following is a quantum chemistry calculation of a molecular structure, C8H9BNaO5 in a non-equilibrium geometry, from OMol25.

The geometry in XYZ format:
```
24
Properties=species:S:1:pos:R:3
O -2.248 2.832 0.067
H 0.420 2.256 1.053
H 2.409 -2.934 0.957
C -0.863 0.830 0.110
H -0.757 -2.363 0.997
H 2.179 -1.168 1.545
H 2.159 3.248 -0.125
C 0.995 -1.776 -0.220
C -1.260 -0.435 -0.065
H 1.003 0.585 1.137
O -3.166 0.875 -0.512
C 0.520 1.320 0.474
H 1.388 -1.564 -1.223
B 1.382 1.683 -0.848
C -2.783 -0.428 -0.407
O 1.838 2.984 -1.004
C 1.900 -1.963 0.835
H -0.939 -2.455 -0.764
H 2.549 0.366 -1.702
C -0.510 -1.824 0.037
O 1.691 0.787 -1.860
C -2.121 1.702 -0.103
Na -2.340 -1.193 2.171
O -3.447 -1.367 -0.549
```

The calculation puts the LUMO energy at -4.885 eV. As for the molar mass: 218.96 Da. The value obtained for the orbital gap is 6.458 eV. The total charge is +1.

***

Entry 3:
The following is a quantum chemistry calculation of 2 unconnected molecules or ions with the total composition C3H7ClN4 in a non-equilibrium geometry, from OMol25.

The geometry in XYZ format:
```
15
Properties=species:S:1:pos:R:3
N -0.618 -1.008 0.221
H 1.016 1.471 1.395
N -2.800 -0.780 0.391
C 1.231 1.357 0.353
H 2.078 -0.821 -1.507
H 2.035 2.189 -1.352
H 1.071 -2.049 -1.709
N 1.250 -1.199 -1.181
H -3.692 -0.914 0.812
C -1.702 -0.955 1.006
Cl -1.602 -0.893 2.648
C 0.495 -0.723 -0.235
H 2.059 3.072 0.074
H -2.733 -0.879 -0.616
N 1.913 2.133 -0.302
```

The calculation puts the LUMO energy at -9.154 eV. As for the molar mass: 134.57 Da. The value obtained for the orbital gap is 9.145 eV. The total charge is +2. The value obtained for the energy relative to the best compared isomer or geometry (same formula, charge and spin) is 0.0 kcal per mole.

***

Entry 4:
The following is a quantum chemistry calculation of C19H20N4O2S in the gas phase in a non-equilibrium geometry, from OMol25.

The geometry in XYZ format:
```
46
Properties=species:S:1:pos:R:3
C 0.880 -3.199 -0.489
C 0.541 2.958 0.340
N -2.200 0.814 -0.534
H 0.376 2.701 -4.798
C -1.246 0.810 1.727
H 1.959 1.962 -0.961
O 1.854 1.126 -3.335
S -0.394 3.421 -2.688
C 1.191 -4.334 0.439
H 1.665 1.128 0.569
O -0.875 -0.601 5.600
H 0.640 3.925 -0.160
C -0.438 -2.920 -0.839
C -1.315 1.676 2.816
C -1.070 -0.552 1.948
H -1.772 -1.651 -1.924
C 1.595 -1.344 -1.865
H 0.737 -5.256 0.080
H -1.498 2.729 2.661
H -0.763 -1.559 5.617
C -0.998 -0.169 4.320
C -1.373 1.294 0.359
H 2.914 -2.595 -0.759
H 2.652 2.596 0.532
C -0.180 2.180 -4.021
H -1.250 1.851 4.953
H 0.394 3.120 1.409
H -1.164 1.876 -4.372
H -0.802 -2.097 3.401
H -1.027 -1.221 1.103
C -1.192 1.193 4.102
C 0.649 1.042 -3.443
N -0.107 -0.003 -3.026
C -1.078 2.365 -1.478
H 0.790 -4.131 1.432
C -0.742 -1.871 -1.682
H 2.388 -0.734 -2.263
H -1.235 -3.532 -0.444
C -0.943 -1.037 3.234
C 1.784 2.104 0.103
H 2.264 -4.483 0.525
C 0.274 -1.071 -2.201
H -1.114 0.100 -3.105
C 1.883 -2.397 -1.015
N -0.627 2.302 -0.192
N -2.025 1.487 -1.678
```

The calculation puts the LUMO energy at 0.556 eV. As for the SMILES: CCn1c(SCC(=O)Nc2ccc(C)cc2)nnc1-c1ccc(O)cc1. As for the molar mass: 368.46 Da. The value obtained for the orbital gap is 8.722 eV. The value obtained for the energy relative to the best compared isomer or geometry (same formula, charge and spin) is 24.7 kcal per mole.

***

Entry 5:
The following is a quantum chemistry calculation of C2H3N3OS in the gas phase in a non-equilibrium geometry, from OMol25.

The geometry in XYZ format:
```
10
Properties=species:S:1:pos:R:3
C 1.171 -0.064 -0.553
H 2.170 0.142 -0.834
H -1.704 0.084 1.041
O 0.104 1.805 0.432
C -0.685 -1.124 -0.476
S -1.933 -2.116 -0.639
H 0.690 2.017 1.184
N -0.789 -0.109 0.428
N 0.423 0.339 0.627
N 0.553 -0.976 -1.210
```

The calculation puts the LUMO energy at -0.474 eV. As for the SMILES: On1cnc(=S)[nH]1. As for the molar mass: 117.13 Da. The value obtained for the orbital gap is 8.148 eV. The value obtained for the energy relative to the best compared isomer or geometry (same formula, charge and spin) is 84.7 kcal per mole.

***

Entry 6:
The following is a quantum chemistry calculation of a molecular structure, C4H5GdLiO3 in a non-equilibrium geometry, from OMol25.

The geometry in XYZ format:
```
14
Properties=species:S:1:pos:R:3
O 0.078 -1.761 -1.288
O -1.227 -0.103 0.091
Li -1.665 -1.851 -0.826
C 0.097 0.062 0.124
H -1.874 1.195 1.574
C 2.184 -1.234 -0.219
H 2.709 -2.129 -0.554
C -2.060 0.986 0.515
H -3.090 0.653 0.359
O 0.590 1.047 0.651
H -1.846 1.876 -0.087
H 2.706 -0.491 0.381
Gd 2.498 2.783 -0.126
C 0.900 -1.033 -0.595
```

As for the expectation value of S²: 16.11. The calculation puts the LUMO energy (spin up / spin down) at -3.933 / -3.294 eV. The spin multiplicity is 8. As for the molar mass: 265.27 Da. The value obtained for the orbital gap (spin up / spin down) is 7.317 / 6.692 eV. The total charge is +1.